A structure of composition C9H14N4OS at a distorted geometry, computed with ωB97M-V with the def2-TZVPD basis set.

The calculation puts the HOMO energy at -8.557 eV. As for the spin multiplicity: 1. The value obtained for the energy above the lowest of the compared OMol25 structures with the same formula, charge and spin is 101.0 kcal per mole. The calculation puts the lowest unoccupied orbital energy at -0.81 eV. The value obtained for the orbital gap is 7.8 eV.

Positions of all 29 atoms, in Å:
C -1.759 -1.172 -2.077
C -0.016 -0.170 -1.853
C 1.432 0.516 -1.108
C 1.227 -0.340 1.349
C 1.180 0.874 0.360
C 0.020 -0.110 2.244
C -1.118 -1.136 1.975
C 0.245 -0.126 3.697
C -0.018 0.862 -4.209
N -0.736 -1.019 -1.214
N -1.690 -0.588 -3.188
N -0.493 0.053 -3.078
N -0.165 1.469 0.621
O -0.428 1.228 1.989
S 2.803 0.615 -1.942
H -2.489 -1.952 -1.958
H 1.300 -1.326 0.856
H 1.946 -0.339 2.067
H 1.999 1.535 0.641
H -2.040 -0.872 2.429
H -0.746 -2.140 2.247
H -1.418 -1.034 0.847
H -0.656 0.156 4.197
H 1.022 0.696 3.967
H 0.620 -1.189 4.158
H -0.534 1.717 -4.333
H 1.064 1.063 -4.077
H -0.247 0.224 -5.138
H -0.306 2.503 0.531

The ion C9H14N6PS2 with charge +1 at a distorted geometry, computed with ωB97M-V with the def2-TZVPD basis set.

The calculation puts the HOMO energy at -11.529 eV. As for the spin multiplicity: 1. As for the total charge: +1. The value obtained for the energy above the lowest of the compared OMol25 structures with the same formula, charge and spin is 0.0 kcal per mole. The calculation puts the lowest unoccupied orbital energy at -4.04 eV. The value obtained for the orbital gap is 7.5 eV. As for the SMILES: N=[PH2][n+]1nc[nH]c1CCCSC(=S)n1ccnc1.

Positions of all 32 atoms, in Å:
N -2.067 0.781 -2.084
P -2.706 1.302 -0.747
N -2.633 0.120 0.589
N -3.633 -0.619 1.127
C -3.135 -1.349 2.112
N -1.736 -1.082 2.244
C -1.446 -0.180 1.261
C -0.121 0.499 0.817
C 1.111 0.269 1.783
C 1.561 -1.230 1.944
S 2.701 -1.851 0.628
C 3.053 -0.521 -0.569
S 4.520 0.231 -0.473
N 2.161 -0.098 -1.612
C 1.495 -0.872 -2.594
C 0.748 0.076 -3.411
N 0.997 1.378 -2.914
C 1.815 1.244 -1.860
H -1.286 1.433 -2.274
H -4.079 1.698 -0.857
H -1.995 2.465 -0.304
H -3.604 -2.087 2.793
H -1.057 -1.453 2.906
H 0.150 0.064 -0.188
H -0.302 1.601 0.652
H 0.808 0.689 2.792
H 1.945 0.940 1.426
H 0.704 -1.961 2.010
H 2.100 -1.312 2.933
H 1.569 -1.981 -2.665
H 0.127 -0.222 -4.280
H 2.234 2.030 -1.185

A cluster of 2 separate species, C9H14NO in total at a distorted geometry, computed with ωB97M-V with the def2-TZVPD basis set.

The calculation puts the HOMO energy (alpha / beta) at -12.661 / -12.662 eV. As for the spin multiplicity: 1. As for the total charge: +1. The value obtained for the energy above the lowest of the compared OMol25 structures with the same formula, charge and spin is 51.9 kcal per mole. The calculation puts the lowest unoccupied orbital energy (alpha / beta) at -4.51 / -4.51 eV. The value obtained for the orbital gap (alpha / beta) is 8.2 / 8.2 eV.

Positions of all 25 atoms, in Å:
C -3.069 0.994 -0.106
C -2.754 0.336 -1.293
C -2.341 0.786 1.012
C -1.625 -0.372 -1.365
C -0.993 0.080 1.006
C -0.685 -0.541 -0.329
C 0.910 -1.693 -1.900
C 1.472 -1.008 0.601
C 2.212 2.918 0.934
N 0.528 -1.033 -0.581
O 1.440 2.047 0.736
H -4.050 1.502 0.079
H -3.143 0.634 -2.228
H -2.667 1.311 1.868
H -1.387 -0.859 -2.355
H -0.971 -0.694 1.867
H 0.826 -1.111 -2.790
H 2.020 -1.968 -1.764
H 0.295 -2.582 -2.012
H 2.054 -0.017 0.468
H 1.073 -1.136 1.588
H 2.215 -1.741 0.551
H -0.298 0.953 1.235
H 2.949 2.929 1.921
H 2.234 3.821 0.353